DFT (wB97M-V/def2-TZVPD) results for 2 unconnected molecules or ions with the total composition C30H35BO2S2 in a non-equilibrium geometry.

The geometry in XYZ format:
```
70
Properties=species:S:1:pos:R:3:forces:R:3:lowdin_charge:R:1
S 2.15992 3.77117 -1.32496 -0.2561 -0.0960 1.0583 1.05
S -1.10919 4.06215 -1.05975 0.2349 0.0419 0.9700 1.06
O 0.39565 -2.24686 1.27539 0.2671 0.3141 -0.3228 0.17
O 1.21521 -0.76588 -0.34876 -0.1016 -1.0018 0.6428 0.13
C -2.07648 -3.92076 -4.49186 -0.1185 -0.1487 -0.2539 -0.06
C -1.54834 -1.20347 -1.18898 -0.4501 0.0158 -0.2837 -0.20
C -1.65161 0.09851 2.39541 -0.6407 -0.0384 0.1084 -0.03
C -1.90525 -3.45268 -2.04896 0.1159 0.3720 0.0899 -0.03
C 2.15461 -2.76698 -1.23064 -0.0312 -0.1513 0.0336 0.00
C -3.81080 4.59835 -0.60710 -0.1552 -0.0077 -0.2227 -0.11
C -1.68587 -2.59328 -0.98185 -0.2415 0.0560 -0.2347 -0.04
C 2.30565 -1.35491 2.45556 -0.1077 -0.0717 -0.0767 0.00
C -3.81102 -0.44362 3.37582 0.1669 0.0342 -0.1521 -0.10
C -1.12148 -0.34985 -0.00301 -0.6874 -1.8342 0.6108 -0.07
C 1.29748 3.59824 0.21367 2.8623 -0.1335 -0.1267 -0.54
C -2.50308 4.17569 -0.06230 0.3530 -0.2699 1.4316 -0.60
C -3.41208 -0.84269 1.02442 0.2246 0.0153 0.1930 -0.03
C -0.84438 3.66675 1.49546 0.8636 -0.0374 -0.6725 -0.12
C 2.21022 3.42141 1.24552 -0.7247 0.0817 -0.7536 -0.12
C 3.57647 -0.98688 -0.23507 0.4417 -0.1132 0.2988 0.00
C -1.95059 -1.57027 -3.54626 0.0490 -0.1220 0.0457 -0.04
C -2.09532 -0.36805 1.14860 -0.6766 0.3586 0.1712 -0.18
C -1.73723 -0.69475 -2.47881 0.0595 -0.2565 0.3888 0.00
C -1.98535 -2.95431 -3.35216 0.0495 0.2123 0.2534 -0.29
C 2.29617 -3.69713 1.57977 0.1771 -0.2015 -0.0338 -0.01
C -0.09387 3.75136 0.33049 -2.0515 -0.2163 0.3588 -0.56
C 3.69829 3.64022 -0.55900 -0.2258 -0.3056 1.7025 -0.60
C 2.25501 -1.71538 -0.11417 0.1078 -0.2753 -0.0682 -0.47
C 1.85383 -2.27947 1.31961 0.5452 0.2469 -0.4137 -0.44
C -2.51715 0.08472 3.49380 -0.1104 -0.1488 -0.1317 -0.08
C 4.98321 3.78614 -1.29449 0.0208 0.0652 -0.3880 -0.11
C -2.21013 3.92098 1.27308 -0.6846 0.2318 -1.1551 -0.12
C 3.55893 3.44280 0.81260 0.0910 0.2659 -1.2624 -0.14
C -4.25107 -0.91620 2.13796 0.2188 0.1742 0.0897 -0.08
B 0.13436 -1.26221 0.37268 0.2560 2.8542 -0.8164 -0.66
H -1.23772 -4.62789 -4.46635 -0.1266 0.1670 -0.0557 0.08
H -4.16289 3.88995 -1.36329 -0.1577 0.1652 0.0659 0.08
H 4.42027 3.37509 1.46899 -0.1268 -0.0677 -0.0717 0.11
H -5.24786 -1.34432 2.03414 0.1920 0.1688 0.0320 0.10
H 1.95821 -4.00956 2.57313 0.0212 -0.0212 -0.1723 0.10
H -2.07811 -1.17302 -4.55376 0.0719 -0.0796 0.1947 0.11
H -0.81833 0.66260 -0.28193 0.0649 -0.1889 -0.0143 0.15
H 5.05217 4.79613 -1.71606 0.1368 -0.1884 -0.0289 0.08
H 1.99603 -0.31104 2.29657 0.0949 -0.3047 -0.0756 0.09
H -2.19326 0.46510 4.46239 0.0252 -0.0824 -0.2332 0.10
H -0.63265 0.48663 2.48666 -0.3046 -0.1238 0.0288 0.12
H 4.38749 -1.66997 0.04873 0.0114 0.2041 -0.0434 0.09
H 3.39621 -1.39328 2.54633 -0.1509 0.0662 0.0622 0.09
H 5.05086 3.06379 -2.11699 0.1010 0.1587 0.1045 0.08
H 3.39264 -3.74992 1.56029 -0.1894 -0.0461 -0.0077 0.10
H -2.05932 -3.39469 -5.44855 -0.0183 -0.1284 0.0251 0.07
H 1.89441 -4.38243 0.82521 0.0806 0.1188 0.2308 0.09
H -1.64361 -3.01189 0.02923 0.0884 0.2359 -0.3265 0.13
H -2.99466 -4.51606 -4.43540 0.0834 0.0909 -0.0628 0.08
H 3.03605 -3.42016 -1.25330 -0.1760 0.0902 0.0305 0.09
H -1.71309 0.38932 -2.62391 0.0878 -0.3748 -0.0596 0.12
H -1.98920 -4.52416 -1.86947 0.0283 0.1793 -0.0637 0.12
H 1.25412 -3.39139 -1.13640 0.1994 0.1974 0.0237 0.09
H 3.74094 -0.68213 -1.27841 -0.1286 -0.0983 0.2802 0.10
H 1.85507 -1.70752 3.39207 0.1235 0.0849 -0.1824 0.10
H 2.08580 -2.23601 -2.18994 0.0649 -0.1104 0.2566 0.10
H -4.47279 -0.48487 4.24518 0.2629 0.0255 -0.2822 0.10
H -3.71258 5.58836 -1.06570 -0.2384 -0.1246 0.0226 0.08
H 1.87517 3.31008 2.27363 0.2340 0.0315 -0.1741 0.11
H -0.38359 3.42538 2.45609 -0.2966 0.1689 -0.3203 0.11
H 5.83303 3.63528 -0.62156 -0.1953 -0.0043 -0.0964 0.08
H -3.77840 -1.18174 0.05089 0.1826 0.0945 0.3651 0.12
H 3.62406 -0.08739 0.39155 -0.0894 -0.2397 -0.0982 0.09
H -2.98681 3.93150 2.03913 0.2952 0.0026 -0.2073 0.11
H -4.52238 4.64739 0.21909 -0.0930 0.0224 -0.2250 0.08
```
Forces are in eV/Å.

Summary:
* orbital gap: 7.56 eV
* E_HOMO: -7.23 eV
* SMILES: Cc1ccc([C@H](B2OC(C)(C)C(C)(C)O2)c2ccccc2)cc1.Cc1ccc(-c2ccc(C)s2)s1
* calculated total energy: -58122.8159 eV
* relative energy (zero: lowest compared OMol25 entry of this formula, charge and spin): 0.0 kcal per mole
* charge: 0

***

DFT (wB97M-V/def2-TZVPD) results for a molecular structure, C30H35CdN7O.

The geometry in XYZ format:
```
74
Properties=species:S:1:pos:R:3:forces:R:3:lowdin_charge:R:1
Cd 1.52640 -0.37451 1.00686 -0.0614 0.0579 0.0140 1.43
O -0.73616 0.65803 1.08857 0.4018 -0.1521 -0.0054 -0.04
N -2.59308 1.92587 1.25266 0.0287 0.0696 0.1131 -0.14
N 1.89979 2.51907 -0.07629 0.0226 -0.0507 0.0561 -0.09
N -2.70152 -0.36691 1.63359 0.0225 0.0261 -0.0207 -0.13
N 2.67174 -2.17098 -0.20186 -0.0986 -0.0817 0.2623 0.00
N 2.67793 1.67869 0.63088 0.1505 -0.0254 0.0298 0.00
N 1.01799 -0.10445 -1.11842 0.1257 0.0729 0.1467 -0.05
N 1.91702 -2.83073 -1.09361 0.1352 0.1094 -0.0182 -0.09
C -1.63104 -3.28262 -1.98605 0.0790 0.0703 0.0136 -0.29
C 0.77660 2.09428 -4.07544 0.0459 0.0785 0.0703 -0.05
C 2.59258 -3.87186 -1.62033 0.1256 -0.1254 -0.0709 -0.06
C 1.39293 4.51120 -4.50865 -0.0090 0.0396 -0.0337 -0.06
C 0.57219 -2.47245 -1.38283 -0.1990 -0.0453 -0.0016 -0.14
C -1.15616 -0.91658 -1.88660 -0.0657 0.0298 0.0136 -0.05
C -3.99114 2.04389 0.91755 -0.1465 0.0191 0.0205 -0.06
C 1.05470 1.02067 -1.88378 0.0136 0.1336 -0.1624 -0.25
C 0.17133 -1.12847 -1.48483 -0.0980 -0.2003 -0.0746 -0.30
C 3.82746 -2.80966 -0.15459 0.0219 0.0037 -0.0471 -0.15
C 2.10631 -0.86988 3.10286 0.0948 -0.0402 -0.0812 -0.37
C 0.28401 -0.94919 4.47899 -0.0138 0.0544 0.0810 -0.16
C -2.58882 -4.41997 -2.19033 -0.0623 -0.0307 -0.0364 -0.05
C -3.66421 -0.31626 2.72256 -0.0334 0.0310 0.0272 -0.05
C 2.40447 3.59596 1.77537 -0.0273 -0.0373 -0.0766 -0.05
C 0.70112 0.99487 -3.25310 0.0220 -0.0354 -0.0490 -0.03
C 3.83463 -3.89913 -1.03588 -0.0332 0.0481 -0.0287 -0.06
C 1.62129 3.36820 -2.27759 -0.0073 0.0268 -0.1866 0.00
C 0.53929 -2.27065 4.00936 -0.1904 -0.0869 -0.1320 -0.18
C 1.71938 3.67558 0.58478 -0.0093 0.1659 0.1376 -0.09
C 2.98013 2.32480 1.75210 -0.0453 -0.0247 0.0827 -0.17
C 1.62978 -2.23869 3.17928 0.1917 -0.1136 0.0368 -0.21
C -1.80885 3.13571 1.16630 0.1568 0.0690 -0.0418 -0.04
C -0.32185 -3.51450 -1.59287 -0.1718 0.0201 -0.0431 0.01
C 1.23769 -0.10754 3.96676 -0.0170 0.1364 -0.0206 -0.20
C 1.51730 2.27222 -1.42734 -0.0373 0.0255 -0.1220 -0.13
C -1.93856 0.73107 1.32698 -0.1504 -0.0841 -0.0222 -0.50
C 1.24283 3.32161 -3.60589 -0.0194 -0.0882 0.0504 -0.29
C -2.02550 -1.95565 -2.14451 0.0644 -0.0711 0.0115 -0.05
C -2.07651 -1.66375 1.44974 0.1644 -0.1346 -0.0592 -0.03
H 0.63310 4.50668 -5.28945 -0.0212 0.0125 -0.0308 0.07
H -2.86447 -2.41077 1.33995 0.0209 -0.0184 0.0098 0.10
H -4.09530 2.68039 0.03554 -0.0219 0.0172 -0.0171 0.09
H 0.48864 1.99241 -5.11427 -0.0163 -0.0004 -0.0670 0.11
H -3.46317 -4.09538 -2.75373 -0.0087 -0.0108 -0.0029 0.07
H -1.99207 3.64013 0.21270 0.0411 0.0070 -0.0129 0.09
H 2.03741 4.28661 -1.88346 0.0176 0.0359 0.0219 0.11
H 0.01759 -4.53136 -1.44287 0.0205 -0.0523 0.0110 0.12
H 0.36674 0.05476 -3.67041 0.0139 0.0208 -0.0130 0.11
H 2.36730 4.51883 -5.00013 0.0395 0.0086 -0.0305 0.08
H -2.06779 3.82005 1.97708 -0.0310 0.0478 0.0056 0.09
H 1.33583 0.94875 4.16897 -0.0044 0.0518 0.0059 0.08
H -4.63532 -0.71393 2.41699 0.0114 -0.0050 -0.0090 0.09
H 2.15438 -4.49202 -2.37965 -0.0403 -0.0330 -0.0511 0.12
H 2.45890 4.33661 2.54759 0.0139 0.1050 0.1054 0.09
H -2.93815 -4.81810 -1.23648 -0.0239 -0.0254 0.0375 0.08
H -3.29598 -0.91235 3.56178 0.0102 -0.0035 0.0114 0.09
H -1.49570 0.10737 -1.97567 -0.0088 0.0104 0.0026 0.12
H -4.40468 1.06667 0.68556 -0.0209 0.0113 -0.0071 0.09
H 4.63217 -4.58763 -1.23471 0.0874 -0.0713 -0.0210 0.09
H -0.75297 2.87768 1.23158 -0.1533 0.0689 0.0286 0.06
H -2.12192 -5.23942 -2.73633 0.0042 -0.0355 -0.0131 0.08
H 1.11880 4.46389 0.17094 -0.0464 0.0390 -0.0434 0.13
H -0.05173 -3.14485 4.24074 -0.0282 -0.0331 0.0004 0.09
H -3.04051 -1.73338 -2.44607 -0.0880 0.0083 -0.0216 0.11
H -1.47566 -1.65929 0.53893 -0.1208 -0.0266 0.1522 0.06
H -0.52865 -0.65986 5.12731 -0.0618 0.0241 0.0638 0.08
H -1.43864 -1.92868 2.29889 0.0082 -0.0073 -0.0048 0.07
H -3.79788 0.70470 3.07190 -0.0006 -0.0353 -0.0069 0.08
H 3.56641 1.83015 2.50815 0.0392 -0.0126 0.0245 0.10
H 1.29716 5.44417 -3.95417 0.0044 0.0385 0.0116 0.07
H 2.09626 -3.08378 2.69195 0.0001 0.0027 0.0127 0.08
H 3.16939 -0.64551 3.02276 -0.0235 -0.0130 -0.0505 0.07
H -4.57079 2.49162 1.72998 -0.0325 0.0052 -0.0131 0.09
H 4.60786 -2.45246 0.49375 0.0491 0.0082 0.0780 0.11
```
Forces are in eV/Å.

Summary:
* orbital gap: 7.26 eV
* E_HOMO: -6.62 eV
* calculated total energy: -48719.8687 eV
* relative energy (zero: lowest compared OMol25 entry of this formula, charge and spin): 8.4 kcal per mole
* charge: 0

***

DFT (wB97M-V/def2-TZVPD) results for a molecular structure, C30H35CeN4O7S2 in a non-equilibrium geometry.

The geometry in XYZ format:
```
79
Properties=species:S:1:pos:R:3:forces:R:3:lowdin_charge:R:1
Ce 0.18634 -1.05399 0.36601 0.1846 -0.5185 0.0883 1.07
S -2.52042 -0.64709 -0.09338 -0.3526 -0.5828 -0.4458 0.73
S 0.08895 2.00481 1.80678 0.8135 1.0776 2.1303 1.01
O -0.28780 1.20552 0.60672 -0.6397 -1.2875 -1.7307 -0.64
O -0.85086 -3.23894 0.50506 0.0425 0.7122 -1.4291 -0.11
O 2.21212 0.26456 1.34797 -0.0227 0.1791 -0.4689 -0.16
O -1.04396 3.36466 -5.64760 0.0754 0.0986 -0.2496 0.13
O 0.78269 2.82517 -6.77817 -0.1502 0.0089 0.2362 0.14
O -1.16042 -2.94112 3.28744 -0.0320 0.4059 -0.6458 0.00
O -0.23424 -2.52446 -1.50519 -0.3950 -0.0440 1.0217 -0.04
N 2.29465 -2.52949 0.38253 0.1702 -0.2068 -0.0208 0.05
N 1.83882 -0.69787 -1.56851 0.5142 -0.1805 0.0062 0.04
N -0.33014 -1.89774 2.90536 -0.4509 -0.5021 0.1795 -0.01
N 1.55821 -0.50854 2.13662 0.2098 0.2310 1.0327 -0.29
C -1.44456 2.78933 2.31098 0.1708 -0.3488 -0.2229 -0.31
C -3.72408 3.42193 1.80673 -0.8152 0.3904 -0.0596 -0.09
C 0.58835 1.90306 -4.60678 -0.2309 -0.1447 0.2242 -0.11
C 0.23438 3.98533 -1.02292 -0.1049 0.2586 -0.5379 -0.10
C -4.20631 -4.19086 -2.58790 0.0805 0.2037 0.3114 -0.06
C 2.57705 -3.36506 1.37010 0.1884 -0.6288 0.2323 -0.06
C 0.13840 2.73325 -5.77143 0.2906 0.0047 -0.3023 -0.47
C 3.16416 -2.44217 -0.63481 0.2784 0.2542 -0.0425 -0.22
C -3.27874 -2.05347 -0.97080 0.0074 0.2407 0.0138 -0.49
C 1.89553 0.64506 4.35240 0.2350 0.4021 -0.6190 -0.01
C -2.49688 -3.18032 -1.25491 -0.0119 0.2618 0.0199 -0.18
C 4.60551 -4.06388 0.34089 0.3456 -0.5379 0.2771 -0.03
C 0.14558 0.56291 -2.65519 0.0942 0.3691 -0.7168 -0.01
C -5.01663 -3.10360 -2.26797 -0.1101 -0.0268 0.0398 -0.08
C 4.33199 -3.18161 -0.68650 -0.0362 0.2765 -0.5193 0.02
C 1.94254 1.58623 -4.50032 -0.0855 0.2426 -0.3018 0.01
C -0.31182 1.38423 -3.67719 0.0537 0.0932 -0.0322 0.01
C -2.91185 -4.22661 -2.06188 -0.5664 -0.0967 -0.3531 -0.01
C 2.39612 0.77161 -3.49365 -0.1219 -0.1392 0.3341 0.01
C -2.44298 2.92953 1.18926 -0.0749 0.2883 -0.3479 -0.30
C 0.39414 -1.44303 3.85110 0.5582 0.6116 0.1604 -0.25
C 1.49401 0.24394 -2.57968 -0.3562 -0.4415 0.2722 -0.22
C 0.57951 4.40074 0.38912 -0.3629 0.2050 0.2220 -0.27
C -4.57752 -2.03757 -1.48687 0.3855 -0.1753 -0.0866 -0.09
C 3.71984 -4.18591 1.38913 -0.7418 0.9929 -0.1793 0.00
C 2.86975 -1.45000 -1.67286 -0.8529 0.5061 -0.1753 -0.01
C -1.12822 -3.03141 -0.74756 0.9957 -0.6808 0.6227 -0.61
C 1.17464 3.31420 1.24810 -0.3120 -0.0302 0.3292 -0.30
C 1.36522 -0.39190 3.40780 -0.5105 -0.5855 0.0177 -0.26
C 0.37464 -1.86805 5.27450 -0.4724 -0.3722 0.0718 0.01
H 1.29539 5.21840 0.37013 0.1177 0.1348 -0.0937 0.12
H -5.23774 -1.19602 -1.34903 0.0264 0.1394 0.2109 0.10
H 1.96633 2.75360 0.76438 0.2074 -0.1278 -0.1926 0.10
H 1.36786 -1.95194 5.69123 0.3824 0.0218 -0.0619 0.09
H -1.59016 -3.16482 2.43811 0.1093 -0.1392 0.2150 0.10
H -0.13252 -2.82230 5.38252 -0.0361 0.0001 0.0107 0.09
H 1.59416 3.69011 2.18585 -0.0451 0.1210 -0.0050 0.11
H -6.03423 -3.07005 -2.63579 0.0271 -0.0127 -0.1022 0.11
H 2.46184 1.37441 3.76277 -0.0862 -0.0795 0.1368 0.08
H -0.15298 -1.14244 5.89028 -0.1372 0.1513 -0.0076 0.10
H 1.07320 1.17687 4.85864 0.2084 -0.3091 -0.1665 0.10
H 2.57353 0.25635 5.11104 -0.0832 -0.2104 0.0168 0.09
H 1.85940 -3.40818 2.18468 0.0268 -0.0154 -0.0939 0.12
H 5.50463 -4.66707 0.34316 0.0291 0.0750 -0.1357 0.12
H 3.51197 -1.38282 -2.54958 0.1175 -0.1606 0.1023 0.14
H -2.59102 1.97929 0.67664 0.0212 -0.0261 0.1351 0.06
H -0.31336 4.80659 0.87764 0.1360 0.0276 0.0337 0.10
H 5.00291 -3.04305 -1.53530 -0.1224 -0.1360 0.2981 0.13
H -4.60007 -4.97723 -3.23494 0.2801 0.1917 0.2627 0.11
H -1.86685 2.11091 3.05443 0.1349 -0.0515 0.1181 0.10
H -4.09867 2.72709 2.56299 0.0323 0.0381 -0.0411 0.09
H 3.43728 0.52902 -3.40341 0.3619 0.0643 -0.0845 0.11
H 2.63422 1.97454 -5.23256 -0.0271 0.0908 -0.0933 0.13
H -0.59967 0.13544 -2.01446 -0.2389 -0.2579 0.3973 0.06
H -1.38752 1.56380 -3.75631 0.3372 -0.0607 0.0195 0.13
H -0.51247 3.19613 -1.10227 0.0495 -0.0685 0.2390 0.06
H -0.16473 4.85497 -1.55335 0.0778 -0.0889 -0.0505 0.09
H -1.20814 3.72089 2.81783 0.0900 0.2034 -0.0010 0.11
H -2.24422 -5.04560 -2.31355 -0.0166 0.1314 0.1446 0.12
H -1.36956 3.31395 -4.74709 -0.1079 -0.0228 0.2262 0.09
H -4.52027 3.56473 1.06924 0.1539 -0.1183 0.0441 0.09
H -3.56938 4.39341 2.28135 -0.0429 -0.0253 0.0965 0.08
H 3.89116 -4.83341 2.22886 0.0605 -0.1984 0.0895 0.12
H 1.12133 3.65226 -1.55823 0.1079 -0.0764 -0.0873 0.08
H -2.08736 3.63081 0.43158 -0.0362 0.0103 0.0634 0.10
```
Forces are in eV/Å.

Summary:
* orbital gap (spin up / spin down): 6.28 / 6.28 eV
* E_HOMO (spin up / spin down): -10.31 / -10.31 eV
* calculated total energy: -86565.3458 eV
* relative energy (zero: lowest compared OMol25 entry of this formula, charge and spin): 0.0 kcal per mole
* charge: +1